[1]
Computed, not measured: a cluster of 15 separate species, C17H64N14O20 in total in a non-equilibrium geometry, with ωB97M-V/def2-TZVPD.

As for the net charge: 0. As for the relative energy (zero: lowest compared OMol25 entry of this formula, charge and spin): 0.000 eV.

Positions of all 115 atoms, in Å:
C 2.933 1.746 -2.750
O 2.413 2.041 -1.655
N 3.528 0.484 -2.893
N 2.854 2.537 -3.827
H 3.105 -0.125 -3.553
H 3.725 0.024 -2.032
H 2.162 3.250 -3.957
H 3.177 2.108 -4.662
C 1.267 -2.200 -4.771
O 0.604 -1.276 -5.217
N 2.572 -2.471 -5.165
N 0.765 -3.130 -3.873
H 3.003 -2.299 -6.043
H 3.209 -2.783 -4.439
H 1.515 -3.721 -3.437
H 0.135 -2.714 -3.175
C 0.935 -1.523 5.153
O 1.260 -0.591 5.910
N 1.312 -1.557 3.824
N 0.162 -2.593 5.632
H 0.659 -1.948 3.183
H 1.743 -0.700 3.576
H -0.205 -3.288 5.031
H -0.234 -2.512 6.552
C -3.244 -1.749 1.921
O -2.016 -1.640 1.702
N -4.177 -1.959 0.957
N -3.702 -1.640 3.250
H -3.867 -1.938 0.007
H -5.186 -1.944 1.053
H -4.584 -1.173 3.407
H -3.061 -1.229 3.953
C -3.658 0.701 -0.928
O -3.038 -0.183 -1.602
N -2.997 1.676 -0.291
N -5.045 0.826 -0.943
H -1.997 1.558 -0.166
H -3.375 2.292 0.408
H -5.469 0.391 -1.686
H -5.408 1.664 -0.551
C 2.903 -2.982 -0.525
O 2.535 -3.308 -1.624
N 4.240 -2.535 -0.265
N 2.144 -2.953 0.563
H 4.579 -2.021 -1.062
H 4.365 -2.096 0.619
H 1.196 -3.224 0.467
H 2.332 -2.705 1.541
C 1.402 2.220 4.056
O 1.658 1.476 3.066
N 0.334 3.025 3.943
N 2.162 2.084 5.212
H -0.016 3.146 3.009
H 0.061 3.701 4.634
H 2.763 1.272 5.120
H 1.680 2.198 6.127
O -0.431 3.138 1.082
H 0.229 3.677 0.592
H -0.076 2.209 1.120
O -1.221 0.243 3.988
H -0.783 -0.004 3.135
H -0.584 0.752 4.538
O -0.331 -3.548 2.496
H -1.133 -3.005 2.319
H -0.574 -4.398 2.118
C -2.849 -3.243 -3.813
C -2.629 -4.587 -4.407
O -3.831 -5.344 -4.396
O -3.421 -2.386 -4.899
H -1.809 -2.796 -3.639
H -3.500 -3.187 -2.966
H -1.767 -5.065 -3.988
H -2.237 -4.273 -5.379
H -4.519 -4.921 -4.925
H -3.657 -1.530 -4.446
C -1.618 1.562 -3.858
C -0.289 2.258 -3.860
O -0.067 3.079 -4.956
O -1.846 1.048 -5.192
H -2.264 2.427 -3.711
H -1.825 0.812 -3.029
H 0.425 1.403 -3.856
H -0.039 2.851 -2.965
H 0.063 2.447 -5.696
H -1.271 0.251 -5.160
C 4.851 1.832 1.461
C 6.208 1.274 1.169
O 6.121 -0.086 0.884
O 4.410 1.091 2.580
H 4.104 1.746 0.652
H 4.951 2.898 1.760
H 6.711 1.382 2.174
H 6.756 1.845 0.381
H 7.006 -0.386 0.702
H 3.427 1.232 2.728
C -3.344 3.595 2.981
C -3.087 4.710 3.934
O -1.730 4.784 4.323
O -3.181 3.873 1.624
H -4.396 3.285 3.116
H -2.747 2.719 3.287
H -3.733 4.474 4.806
H -3.452 5.636 3.462
H -1.327 5.619 4.019
H -2.256 3.809 1.315
C 0.745 -0.192 0.069
C 0.601 -0.633 -1.467
O -0.410 -1.632 -1.597
O -0.477 0.446 0.432
H 1.573 0.457 0.270
H 0.818 -1.060 0.697
H 1.580 -1.076 -1.756
H 0.347 0.267 -2.060
H -1.256 -1.203 -1.663
H -1.073 -0.288 0.685

Atomic forces in eV per Å
-2.088 -0.650 2.932
1.027 0.292 -1.089
0.786 1.156 -0.708
0.810 -0.408 -0.713
-0.255 -0.392 -0.819
-0.206 0.026 0.653
-0.305 0.069 0.442
0.303 -0.024 -0.730
-0.410 -0.536 -0.118
0.042 0.102 -0.033
0.576 -0.405 1.322
1.369 0.067 0.468
-0.373 0.646 -0.490
-0.336 -0.262 -0.316
-1.320 0.863 -0.443
0.397 -0.237 -0.248
-0.793 0.046 1.291
-0.201 -1.234 -0.896
0.067 -0.533 1.476
1.137 1.508 -0.237
-0.268 -0.465 -0.416
0.274 0.926 -0.525
-0.159 -0.478 -0.708
0.173 0.211 -0.095
0.026 1.158 1.610
-1.301 -0.430 -0.389
0.232 -0.027 0.224
0.235 0.483 -0.139
0.441 0.098 -0.407
0.510 0.025 0.601
-0.337 -0.410 -0.466
0.229 -0.491 -1.184
0.668 -0.530 -1.809
-1.726 0.938 1.524
0.740 -0.180 0.515
2.604 0.022 1.988
0.014 -0.275 -0.297
-0.647 0.244 -0.003
-1.348 -0.961 -1.848
-0.446 0.401 -0.108
3.035 1.330 1.374
-0.343 -0.413 -1.143
-1.575 -0.946 -1.198
-1.274 -0.400 1.897
0.417 -0.018 0.169
0.303 0.625 0.428
-0.807 -0.409 -0.340
0.725 -0.073 -1.014
0.455 -1.713 -0.542
0.360 0.643 0.570
0.661 0.262 1.178
-1.273 0.882 -0.174
-0.255 0.031 -0.268
0.005 -0.075 0.057
-0.299 0.113 0.439
0.704 -0.232 -1.211
0.849 0.016 -0.240
-0.538 -0.725 0.420
-0.436 0.737 -0.291
0.356 0.032 -0.417
-0.321 0.573 1.220
-0.450 -0.640 -0.844
-0.599 -0.156 -0.082
0.500 0.153 -0.051
0.248 -0.185 0.060
1.920 2.432 -1.492
-0.713 1.315 -0.688
0.520 -0.715 -0.087
-0.315 0.353 1.926
-1.531 -0.558 0.331
-0.218 -0.191 0.718
-0.150 -0.915 0.824
-0.428 -0.639 -0.652
0.449 0.230 -0.013
0.400 -1.192 -0.860
-1.265 1.214 0.019
1.821 -1.945 1.569
0.365 -0.272 -1.403
0.819 -0.967 1.465
-1.032 -0.361 -0.139
0.620 0.900 -1.130
0.274 0.550 -0.108
-0.561 -0.310 -0.038
-0.430 0.871 0.338
-0.521 0.185 -0.708
-0.828 0.289 0.335
0.855 1.214 1.083
-0.425 -0.771 -0.698
-1.617 -0.061 0.623
0.488 0.078 -0.075
0.053 -0.317 -0.461
0.063 0.141 -1.011
-0.391 -0.295 0.487
0.380 -0.343 -0.085
1.232 -0.077 -0.309
-0.315 -1.546 0.332
-0.937 0.324 0.184
0.561 0.978 -0.113
0.209 0.382 -1.100
0.255 0.203 -0.184
0.014 0.157 -0.042
0.586 0.426 -0.104
0.193 -0.091 0.334
-0.495 -0.580 0.197
-0.114 -0.082 0.590
-1.248 -0.671 -1.977
0.778 0.400 1.804
1.115 -0.250 0.058
-0.297 -0.043 0.520
0.445 0.528 -0.207
0.297 -0.469 0.047
-0.847 0.264 -0.206
0.348 -0.492 0.268
-0.935 0.572 0.050
-0.037 0.386 -0.021

Results of the Löwdin charge analysis, in e, for atoms 1 through 99: -0.632 -0.013 0.159 0.188 0.061 0.066 0.095 0.100 -0.650 0.021 0.139 0.151 0.086 0.087 0.091 0.055 -0.609 -0.014 0.174 0.163 0.032 0.060 0.059 0.096 -0.556 -0.035 0.196 0.151 0.085 0.118 0.090 0.093 -0.596 -0.055 0.208 0.172 0.076 0.073 0.067 0.094 -0.663 0.027 0.156 0.177 0.075 0.062 0.082 0.115 -0.605 -0.056 0.179 0.162 0.060 0.090 0.092 0.123 -0.074 0.096 0.047 -0.079 0.034 0.035 -0.072 0.009 0.059 -0.210 -0.265 -0.053 -0.112 0.106 0.103 0.110 0.124 0.089 0.087 -0.229 -0.325 -0.056 -0.067 0.116 0.107 0.094 0.127 0.111 0.070 -0.265 -0.282 -0.063 -0.107 0.111 0.125 0.133 0.129 0.083 0.047 -0.276 -0.244 -0.080 -0.087

---

[2]
Computed, not measured: a cluster of 2 separate species, C10H13BrClF3N4O7P in total in a non-equilibrium geometry, with ωB97M-V/def2-TZVPD.

As for the net charge: -1.

Positions of all 40 atoms, in Å:
N 2.666 3.282 0.181
P 1.892 2.176 -0.566
O 2.842 1.314 -1.515
O 0.692 2.685 -1.499
N 1.171 1.096 0.501
C 0.995 -0.234 0.117
N -0.086 -0.658 -0.659
C 0.164 -0.627 -2.135
C -0.427 -1.858 -2.768
O 0.203 -2.685 -3.369
C -1.311 0.048 -0.280
C -2.507 -0.941 -0.016
C -2.613 -1.210 1.438
F -2.228 -2.454 1.862
C -3.067 -0.316 2.322
F -3.908 -0.572 3.303
F -2.672 0.921 2.248
N 1.921 -1.194 0.484
Cl 3.275 -0.752 1.374
C 1.840 -2.574 0.147
C 2.766 -2.931 -1.011
O 2.935 -2.323 -1.994
Br 3.779 -4.608 -0.721
H 2.279 4.187 -0.059
H 2.681 1.543 -2.440
H -0.057 2.868 -0.909
H 1.584 1.195 1.426
H 1.233 -0.635 -2.312
H -0.276 0.253 -2.609
H -1.520 -1.982 -2.663
H -1.174 0.592 0.642
H -1.643 0.726 -1.065
H -3.399 -0.454 -0.403
H -2.372 -1.866 -0.563
H 2.174 -3.153 1.004
H 0.821 -2.887 -0.061
C -2.169 3.526 3.116
O -2.275 3.834 1.897
O -3.127 3.640 3.954
O -1.083 3.028 3.600

Atomic forces in eV per Å
-0.348 -0.354 -0.320
0.852 2.118 1.098
-0.784 -0.555 -0.481
-0.121 -0.712 -0.216
0.681 -1.455 -0.268
-0.290 0.209 0.160
0.603 1.072 -0.072
0.164 -0.591 0.071
-0.203 -0.010 -0.154
0.162 -0.091 -0.051
-1.318 -0.976 -0.298
1.540 1.142 0.003
-0.001 -0.472 0.166
-1.179 -0.380 -0.171
0.267 -0.548 -0.057
0.911 0.068 0.625
-1.338 0.555 -0.238
-0.578 0.207 -0.186
0.209 0.074 -0.043
0.576 -0.535 0.754
-0.133 -0.424 0.046
0.199 0.524 -0.469
-0.141 0.009 0.085
0.152 0.206 0.376
0.215 -0.099 -0.078
-0.210 0.221 -0.108
-0.284 0.412 0.169
0.132 -0.033 -0.052
-0.063 0.205 0.147
-0.126 0.024 0.120
0.231 0.360 -0.083
0.308 0.258 -0.087
-0.250 -0.060 0.168
0.061 -0.214 0.055
-0.034 -0.087 0.111
-0.140 0.200 -0.295
-0.251 -0.372 0.969
0.173 0.002 -0.351
0.062 0.139 -0.472
0.292 -0.039 -0.574

Want to see where the charge sits? The Löwdin charges in e are: -0.152 0.391 -0.133 -0.137 -0.018 -0.388 -0.058 -0.113 -0.237 0.066 -0.136 -0.079 -0.214 0.035 -0.302 0.168 0.188 -0.458 0.822 -0.238 -0.773 0.069 0.649 -0.015 0.086 0.093 0.092 0.100 0.120 0.118 0.110 0.119 0.119 0.102 0.087 0.140 -1.028 -0.079 -0.054 -0.057

---

Per-record gap between HOMO and LUMO, eV: 9.56; 2.41
Per-record total energy, eV: -80484.284; -130874.249